No. 1
Here is a cluster of 14 separate species, C20H73N5O14 in total at a distorted geometry from OMol25. Energies are from ωB97M-V/def2-TZVPD.

The calculation puts the frontier orbital gap (alpha / beta) at 7.67 / 2.65 eV. The calculation puts the strongest force on any atom at 2.79 eV Å⁻¹. For the LUMO energy (alpha / beta), the calculation gives -0.1143 / -0.2989 hartree. As for the multiplicity: 2. The total charge is +1. Its total energy is -58027.178 eV. The value obtained for the HOMO energy (alpha / beta) is -10.8 / -10.8 eV.

CARTESIAN COORDINATES (ANGSTROEM)
C1 17.86785 -3.48281 -3.79079
C2 18.45841 -4.67189 -2.99032
C3 19.62514 -5.40089 -3.65444
O1 19.31268 -5.97224 -4.96505
C4 20.29769 -7.00107 -5.34482
N1 18.76689 -4.11415 -1.73272
H1 16.91039 -3.11203 -3.42489
H2 17.77932 -3.73338 -4.84790
H3 18.61590 -2.69002 -3.78675
H4 17.65299 -5.40238 -2.91425
H5 20.09399 -6.14901 -3.01522
H6 20.42913 -4.70026 -3.87988
H7 20.45038 -7.84402 -4.67086
H8 21.24321 -6.45886 -5.33420
H9 20.03789 -7.35852 -6.34123
H10 19.68238 -3.68879 -1.76505
H11 18.12300 -3.37653 -1.48488
C5 20.80426 -1.46504 -4.94665
C6 20.71272 -0.72378 -3.62739
C7 21.74192 -1.11254 -2.58219
O2 21.44113 -2.35035 -2.02160
C8 22.05045 -2.69822 -0.77590
N2 20.74339 0.67527 -4.03312
H12 21.74119 -1.35173 -5.49200
H13 20.06879 -1.14687 -5.68554
H14 20.78991 -2.54426 -4.79442
H15 19.70115 -0.95954 -3.29687
H16 21.79210 -0.45827 -1.71184
H17 22.74085 -1.05381 -3.01438
H18 21.81445 -3.74014 -0.55951
H19 21.57467 -2.18667 0.06078
H20 23.11898 -2.48417 -0.75263
H21 20.39343 1.12591 -3.19973
H22 19.99070 0.89626 -4.66930
C9 24.58293 3.35896 5.52470
C10 24.16260 2.79343 4.20528
C11 23.66206 1.31993 4.25366
O3 23.35724 0.91081 2.88455
C12 22.86790 -0.36215 2.75529
N3 23.05180 3.58220 3.76204
H23 23.73428 3.65897 6.13943
H24 25.10335 4.30368 5.36733
H25 25.08071 2.59408 6.12075
H26 25.00174 2.80123 3.50966
H27 22.86182 1.23053 4.98832
H28 24.49356 0.70939 4.60572
H29 21.83037 -0.44857 3.07802
H30 23.47605 -1.17801 3.14597
H31 22.82087 -0.57890 1.68809
H32 22.51518 3.02801 3.11010
H33 23.47175 4.32271 3.21855
C13 20.98782 -4.13160 -7.80000
C14 22.24402 -4.81751 -8.37892
C15 22.63471 -4.52365 -9.85953
O4 21.60609 -4.72184 -10.78262
C16 22.11266 -4.48355 -12.08290
N4 23.28908 -4.50723 -7.39321
H34 20.68954 -4.58354 -6.85402
H35 20.17192 -4.27930 -8.50753
H36 21.14872 -3.06268 -7.65989
H37 22.06903 -5.89219 -8.32846
H38 23.49731 -5.15575 -10.07041
H39 22.93256 -3.47514 -9.85589
H40 21.23916 -4.51289 -12.73424
H41 22.84921 -5.15130 -12.52979
H42 22.41888 -3.45594 -12.27873
H43 22.98181 -4.70446 -6.45152
H44 24.05365 -5.15382 -7.52530
C17 27.70052 -1.80185 -1.34392
C18 26.17043 -1.79104 -1.34302
C19 25.58223 -0.34638 -1.30750
O5 25.94821 0.28044 -0.08438
C20 25.19333 1.47068 0.17979
N5 25.75630 -2.46536 -2.50275
H45 28.10379 -2.81285 -1.40183
H46 28.06286 -1.30756 -0.44254
H47 28.03895 -1.21151 -2.19543
H48 25.85190 -2.30011 -0.43335
H49 24.51077 -0.48722 -1.44984
H50 26.00163 0.19620 -2.15474
H51 24.12234 1.37699 0.35954
H52 25.22624 2.15429 -0.66856
H53 25.69618 1.98536 0.99853
H54 26.39558 -3.24399 -2.57449
H55 25.99478 -1.86035 -3.27554
O6 17.37555 -0.39561 -2.17650
H56 16.83260 -1.01039 -1.68307
H57 16.99267 -0.38791 -3.05375
O7 23.46999 -3.85702 -3.79384
H58 22.66467 -3.41864 -3.51901
H59 24.16384 -3.41067 -3.30848
O8 21.46351 -5.75677 1.10603
H60 22.14331 -6.01813 1.72714
H61 21.03765 -5.00528 1.51850
O9 23.17867 1.56570 -5.31351
H62 22.50785 0.95354 -5.01103
H63 22.99466 2.37676 -4.83963
O10 22.32126 3.65938 -3.55689
H64 21.76760 4.08287 -4.21291
H65 21.73365 3.05855 -3.09868
O11 17.88348 3.19936 -4.71820
H66 17.20058 3.50937 -5.31299
H67 17.98922 2.27330 -4.93607
O12 19.40294 3.15595 -2.47705
H68 19.32926 4.05982 -2.17075
H69 18.84709 3.12029 -3.25550
O13 17.99906 0.70677 -5.78830
H70 17.16451 0.56723 -5.34076
H71 17.77425 0.71347 -6.71870
O14 22.68158 -7.19907 -1.20272
H72 23.59284 -7.14038 -0.91570
H73 22.21415 -6.57595 -0.64643

No. 2
Here is a structure of composition C20H7F11N4O6S3Sr at a distorted geometry from OMol25. Energies are from ωB97M-V/def2-TZVPD.

The calculation puts the frontier orbital gap at 5.96 eV. The value obtained for the energy relative to the best compared isomer or geometry (same formula, charge and spin) is 284.94 kJ/mol. The calculation puts the strongest force on any atom at 8.59 eV Å⁻¹. For the LUMO energy, the calculation gives -0.0475 hartree. Its total energy is -102329.989 eV. The value obtained for the HOMO energy is -7.3 eV.

CARTESIAN COORDINATES (ANGSTROEM)
Sr1 0.43844 -0.44425 -0.07051
O1 -4.55197 -4.12347 5.30272
N1 -4.69105 -3.68901 4.18369
O2 -5.70716 -3.79307 3.52629
C1 -3.61737 -2.79173 3.65324
C2 -2.85798 -2.21192 4.57967
C3 -1.82785 -1.28859 4.18736
C4 -1.00944 -0.64992 5.13144
C5 -0.06128 0.23396 4.70449
C6 0.05465 0.44923 3.32639
N2 -0.68909 -0.14706 2.41558
C7 -1.63196 -1.01214 2.84516
C8 -2.47104 -1.65680 1.84389
N3 -2.23995 -1.31871 0.55851
C9 -2.97120 -1.88733 -0.37204
C10 -3.93570 -2.86068 -0.09922
C11 -4.17834 -3.20391 1.19848
C12 -3.45929 -2.56522 2.22860
H1 -3.03263 -2.42609 5.62544
H2 -1.13988 -0.86757 6.18537
H3 0.59073 0.75444 5.39156
H4 0.79238 1.15533 2.95879
H5 -2.80214 -1.55813 -1.39236
H6 -4.47815 -3.32976 -0.90884
H7 -4.91988 -3.94691 1.43734
F1 3.88335 1.56160 -1.79448
C13 3.13532 0.53436 -2.12792
F2 3.62319 -0.08746 -3.17845
F3 1.87248 0.92836 -2.37356
S1 3.10169 -0.60129 -0.67361
O3 2.50150 0.21970 0.39564
O4 4.40252 -1.15874 -0.50170
N4 1.95846 -1.65926 -1.26213
S2 1.52847 -2.80514 -0.15873
O5 2.14639 -2.55322 1.12016
O6 0.07971 -2.90224 -0.15166
C14 2.13496 -4.42572 -0.82727
F4 3.45277 -4.39841 -0.84939
F5 1.69581 -5.36913 -0.01570
F6 1.64836 -4.59857 -2.04005
F7 0.74756 6.94599 0.12728
C15 0.18649 5.73518 0.01375
C16 0.95618 4.60218 0.08999
F8 2.27965 4.69335 0.28387
C17 0.34903 3.37700 -0.02908
F9 1.16776 2.31027 0.07986
C18 -1.00723 3.17470 -0.23226
S3 -1.68736 1.57877 -0.38608
C19 -1.74306 4.35037 -0.28750
F10 -3.06909 4.31220 -0.46712
C20 -1.17044 5.60074 -0.17280
F11 -1.92782 6.69888 -0.24211